Record 1
C11H14F3N2O4S2 as an isolated structure in a non-equilibrium geometry, computed with the ωB97M-V functional and the def2-TZVPD basis.

**Kohn-Sham gap**: 6.5 eV
**HOMO energy**: -4.36 eV
**F_max**: 5.37 eV Å⁻¹

```
! wB97M-V def2-TZVPD RIJCOSX def2/J DEFGRID3
* xyz -1 1
S -0.986 -0.798 3.293
S 1.336 0.787 0.216
F 3.651 1.190 1.379
F 2.235 0.018 2.607
F 1.902 2.194 2.353
O 2.394 0.955 -1.010
O 0.088 -1.681 3.578
O -2.207 -0.863 4.095
O 2.326 -1.287 -1.596
N -0.406 0.618 2.934
N 1.944 -0.135 -1.829
C -0.339 -2.194 -0.357
C -1.000 -1.152 -0.994
C 0.729 0.185 -2.433
C 0.787 -0.430 -3.836
C -2.166 -0.596 -0.447
C 2.316 1.043 1.737
C -1.134 1.736 2.475
C 0.222 1.566 -2.366
C -0.535 -2.360 1.025
C -2.381 -0.739 0.923
C -1.399 -1.438 1.636
H -1.794 1.626 1.600
H 0.360 -2.847 -0.895
H 0.819 2.223 -3.015
H -2.864 -0.034 -1.087
H 0.152 2.049 -1.393
H 1.365 -1.383 -3.792
H -0.793 1.583 -2.762
H -0.231 -0.664 -4.218
H -1.696 2.128 3.344
H 1.313 0.297 -4.495
H -0.478 -0.703 -1.903
H -0.370 2.458 2.200
H 0.049 -3.100 1.591
H -3.207 -0.256 1.441
*
```

Record 2
One molecule with the formula C2H2BrO2P in a non-equilibrium geometry, computed with the ωB97M-V functional and the def2-TZVPD basis.

**Kohn-Sham gap (spin up / spin down)**: 6.4 / 8.2 eV
**HOMO energy (spin up / spin down)**: -7.99 / -9.17 eV
**Energy relative to the best compared isomer or geometry (same formula, charge and spin)**: 33.0 kcal/mol
**F_max**: 2.27 eV Å⁻¹

```
! wB97M-V def2-TZVPD RIJCOSX def2/J DEFGRID3
* xyz 0 1
Br -3.892 -0.525 0.254
P -3.172 1.447 -0.371
O -1.633 1.526 0.040
O -1.459 -0.692 -1.552
C -0.658 0.620 0.180
C -0.655 -0.510 -0.633
H 0.128 0.513 0.906
H 0.287 -1.002 -0.613
*
```

Record 3
A 3-piece molecular cluster, C19H43NO10S2 overall in a non-equilibrium geometry, computed with the ωB97M-V functional and the def2-TZVPD basis.

**Kohn-Sham gap**: 9.9 eV
**SMILES string**: CCCCN(CCC)C(=O)OCOCCOCC.CCOS(C)(=O)=O.CCOS(C)(=O)=O
**HOMO energy**: -9.50 eV
**F_max**: 8.33 eV Å⁻¹

```
! wB97M-V def2-TZVPD RIJCOSX def2/J DEFGRID3
* xyz 0 1
S -5.109 -0.219 -2.969
S -2.365 -6.500 -0.544
O -3.916 -0.914 -3.400
O -0.727 1.702 -1.055
O 3.353 1.732 -2.076
O -3.665 -5.918 -0.806
O -5.713 -0.969 -1.656
O 1.588 2.227 -0.380
O -2.218 2.819 0.919
O -2.072 -6.443 1.057
O -6.194 0.088 -3.878
O -1.990 -7.805 -1.044
N 4.098 2.951 -0.052
C 0.712 1.626 -1.432
C 5.794 0.794 2.899
C -4.605 1.284 -2.169
C 6.295 0.096 1.485
C 5.392 2.171 -0.096
C -1.768 4.179 1.251
C 5.910 5.448 1.192
C 4.212 4.324 -0.677
C -2.883 -8.585 1.874
C -1.001 0.789 0.094
C -3.031 4.986 1.994
C 2.999 2.259 -0.887
C -2.992 -7.072 1.938
C 5.236 0.568 0.280
C -1.118 -5.343 -1.052
C -5.544 -3.332 -2.206
C 5.632 5.097 -0.409
C -1.292 1.785 1.405
C -6.450 -2.170 -1.840
H 5.540 6.158 -0.947
H 6.556 1.633 3.223
H 3.950 4.346 -1.838
H -1.110 -5.319 -2.144
H -3.190 4.417 3.025
H -6.110 -4.267 -2.261
H -1.530 4.742 0.228
H 5.952 6.634 1.310
H -1.363 -4.353 -0.657
H -5.071 -3.173 -3.179
H -6.950 -2.394 -0.891
H -2.748 -6.741 2.953
H 6.113 -1.074 1.633
H 4.704 1.259 2.765
H -5.489 1.813 -1.804
H 6.959 5.060 1.572
H -4.009 4.907 1.356
H -0.069 0.120 0.381
H 7.415 0.304 1.217
H 5.827 2.258 -1.205
H 1.013 0.494 -1.492
H -3.533 -9.056 2.617
H -1.853 1.173 2.263
H -7.235 -2.029 -2.591
H 5.013 5.103 1.889
H -4.014 -6.741 1.727
H -4.742 -3.442 -1.470
H 6.568 4.576 -0.928
H -0.239 2.174 1.737
H 5.724 -0.027 3.761
H 0.808 2.151 -2.474
H -1.953 0.167 -0.209
H 3.367 4.995 -0.166
H 5.506 -0.109 -0.663
H -2.703 6.106 2.162
H -0.148 -5.682 -0.682
H 6.214 2.589 0.660
H 4.175 0.265 0.667
H -0.877 4.241 2.006
H -1.850 -8.905 2.049
H -4.081 1.895 -2.906
H -3.175 -8.962 0.890
H -3.930 1.038 -1.346
*
```